Computed, not measured: an isolated ion of composition C17H41BCl2N4O6P3 and charge +1, with ωB97M-V/def2-TZVPD.

Each line ends with the Mulliken charge.
CARTESIAN COORDINATES (ANGSTROEM)
1 C -3.879 -0.036 4.412  -0.73
2 O -2.840 -0.976 4.229  -0.32
3 C -2.327 -1.515 5.438  -0.56
4 C -1.445 -0.539 6.214  -0.91
5 C -0.448 0.251 5.356  -0.52
6 C 0.167 -0.544 4.204  -0.69
7 C 1.406 0.130 3.612  -0.53
8 C 2.209 -0.836 2.745  0.44
9 C 3.533 -0.287 2.214  -1.30
10 C 3.384 0.964 1.341  -1.01
11 C 3.172 0.637 -0.158  -0.73
12 C 1.851 1.268 -0.632  -1.34
13 C 1.392 0.970 -2.076  -0.03
14 C 1.991 -0.311 -2.723  -0.46
15 Cl 3.592 0.137 -3.357  -0.09
16 N 1.265 -0.873 -3.830  -0.22
17 C -0.193 -1.056 -3.774  0.70
18 C -0.813 -0.731 -5.156  -2.08
19 B -0.479 -2.655 -3.557  0.77
20 C -1.857 -3.336 -3.848  -0.98
21 O 0.591 -3.427 -3.207  -0.65
22 C -0.827 -0.252 -2.598  -2.26
23 P -1.031 -1.563 -1.214  -0.11
24 O 0.064 -1.175 -0.076  -0.11
25 Cl -2.798 -0.995 -0.335  -0.22
26 N -0.125 1.092 -2.313  0.05
27 P -1.097 1.681 -0.632  0.71
28 N -2.555 2.173 -1.321  -0.46
29 O -0.521 3.143 -0.293  -0.54
30 P -0.368 2.217 -3.717  0.96
31 N 0.643 2.198 -4.856  -0.81
32 O -1.857 1.951 -4.151  -0.46
33 O -0.405 3.626 -2.959  -0.55
34 H -3.737 0.787 3.710  0.21
35 H -4.852 -0.497 4.213  0.26
36 H -3.892 0.377 5.423  0.35
37 H -3.164 -1.826 6.076  0.43
38 H -1.778 -2.419 5.177  0.35
39 H -2.090 0.166 6.744  0.33
40 H -0.913 -1.095 6.990  0.36
41 H -0.936 1.154 4.981  0.26
42 H 0.366 0.583 6.006  0.42
43 H 0.413 -1.557 4.539  0.38
44 H -0.580 -0.629 3.412  0.22
45 H 1.050 0.968 3.005  0.20
46 H 2.043 0.529 4.408  0.40
47 H 2.421 -1.718 3.355  0.61
48 H 1.568 -1.157 1.917  -0.59
49 H 4.044 -1.071 1.649  0.42
50 H 4.171 -0.057 3.070  0.42
51 H 4.285 1.569 1.440  0.50
52 H 2.554 1.575 1.700  0.47
53 H 3.997 1.044 -0.737  0.46
54 H 3.129 -0.448 -0.260  0.35
55 H 2.006 2.346 -0.541  0.36
56 H 1.105 0.994 0.111  0.45
57 H 1.819 1.769 -2.679  0.99
58 H 2.162 -1.078 -1.967  0.50
59 H 1.608 -0.557 -4.724  0.48
60 H -0.847 -1.632 -5.771  0.53
61 H -0.246 0.018 -5.704  0.61
62 H -1.844 -0.404 -5.050  0.30
63 H -2.736 -2.719 -3.651  0.34
64 H -1.926 -4.270 -3.290  0.29
65 H -1.871 -3.611 -4.908  0.34
66 H 1.425 -3.082 -3.561  0.37
67 H -1.861 -0.042 -2.867  1.53
68 H 0.717 -1.892 -0.014  0.24
69 H -2.842 3.074 -0.950  0.30
70 H -3.285 1.480 -1.186  0.22
71 H 0.236 3.477 -0.786  0.35
72 H 1.434 1.574 -4.811  0.32
73 H -2.473 2.647 -3.868  0.37
74 H -0.077 4.297 -3.584  0.36

Calculated values
**SMILES**: COCCCCCCCCCC[C@H]1[C@H](Cl)N[C@@](C)(B(C)O)[C@@H](P(O)Cl)[N@+]1(P(N)O)P(=N)(O)O
**Total charge**: +1


Computed, not measured: C53H48BaCl2N8O5P2S3 as an isolated structure in a non-equilibrium geometry, with ωB97M-V/def2-TZVPD.

Each line ends with the Mulliken charge.
CARTESIAN COORDINATES (ANGSTROEM)
1 Ba -0.428 -2.417 0.413  -0.08
2 Cl 2.766 -8.876 2.880  -0.30
3 C 2.397 -7.538 1.905  -0.07
4 C 1.867 -6.353 2.444  -0.54
5 C 1.598 -5.175 1.667  -0.39
6 N 1.203 -4.002 2.179  0.49
7 C 1.736 -3.654 3.389  -0.49
8 O 2.668 -4.283 3.874  -0.71
9 C 1.313 -2.391 4.064  1.38
10 C 2.318 -1.539 4.575  -1.18
11 C 2.339 -0.198 4.975  -0.49
12 C 1.309 0.661 4.896  -0.95
13 C -0.136 0.350 4.617  0.67
14 N 0.000 -2.140 4.145  0.41
15 C 1.778 -5.283 0.254  0.09
16 C 2.438 -6.448 -0.244  -0.88
17 C 2.804 -7.524 0.550  0.06
18 Cl 3.577 -8.882 -0.090  -0.29
19 N 1.347 -4.321 -0.557  0.63
20 C 1.689 -4.303 -1.872  -0.04
21 O 2.430 -5.094 -2.499  -0.90
22 C 1.136 -3.210 -2.705  0.17
23 C 1.399 -3.283 -4.125  -0.67
24 C 0.650 -2.504 -4.949  -0.70
25 C -0.182 -1.515 -4.384  -0.48
26 C -0.262 -1.432 -3.014  -0.52
27 N 0.312 -2.291 -2.192  0.91
28 H 1.588 -6.263 3.492  0.41
29 H 3.327 -1.950 4.537  0.34
30 H 3.215 0.161 5.509  0.37
31 H 1.447 1.734 5.041  0.30
32 H -0.674 0.969 5.327  0.49
33 H 2.597 -6.488 -1.329  0.60
34 H 2.088 -4.062 -4.451  0.50
35 H 0.712 -2.581 -6.017  0.44
36 H -0.774 -0.934 -5.057  0.42
37 H -0.849 -0.616 -2.589  0.32
38 C -3.031 0.139 2.905  -0.77
39 C -4.001 -0.793 2.163  -1.16
40 N -3.434 -2.079 1.753  0.60
41 C -3.594 -3.255 2.604  -0.67
42 C -2.887 -3.240 3.936  -0.69
43 S -1.093 -3.483 3.643  0.28
44 C -0.466 -1.134 5.044  -1.67
45 C -0.589 0.878 3.202  -0.95
46 N -1.623 0.130 2.469  1.41
47 H -3.053 -0.104 3.969  0.55
48 H -3.445 1.164 2.802  0.24
49 H -4.349 -0.270 1.232  0.37
50 H -4.964 -0.925 2.776  0.24
51 H -3.872 -2.334 0.850  -0.06
52 H -3.241 -4.110 2.032  -0.01
53 H -4.665 -3.402 2.768  0.48
54 H -3.181 -4.080 4.557  0.50
55 H -3.045 -2.291 4.492  0.33
56 H -0.045 -1.324 6.057  0.28
57 H -1.573 -1.273 5.184  0.66
58 H 0.286 0.862 2.481  0.08
59 H -0.885 1.956 3.313  0.11
60 H -1.580 0.425 1.502  -0.40
61 S -2.027 -5.324 0.074  -0.33
62 C -2.846 -4.601 -1.226  0.87
63 S -3.372 -3.025 -1.510  -0.45
64 C -3.108 -5.534 -2.306  0.15
65 C -2.801 -6.915 -2.190  -0.08
66 N -2.550 -8.054 -2.093  -0.68
67 C -3.672 -5.197 -3.561  0.03
68 N -4.076 -5.105 -4.669  -0.77
69 O -1.100 1.425 -0.798  0.17
70 P -1.162 2.876 -1.175  1.40
71 C 0.349 3.848 -0.725  -1.38
72 P 1.966 3.050 -0.570  1.08
73 O 2.054 1.879 0.317  -0.71
74 C 2.458 2.679 -2.248  0.45
75 C 2.560 3.697 -3.201  -0.28
76 C 3.184 3.407 -4.379  -0.69
77 C 3.497 2.073 -4.746  -0.64
78 C 3.255 1.089 -3.816  -0.42
79 C 2.682 1.367 -2.564  -0.53
80 C 3.032 4.425 -0.019  0.64
81 C 4.285 4.688 -0.635  -0.42
82 C 5.141 5.588 -0.016  -0.54
83 C 4.821 6.253 1.179  -0.56
84 C 3.606 5.960 1.795  -0.62
85 C 2.736 5.020 1.217  -0.67
86 C -1.399 3.215 -2.910  -0.04
87 C -1.477 4.510 -3.503  -0.38
88 C -1.721 4.637 -4.855  -0.82
89 C -1.938 3.473 -5.639  -0.60
90 C -1.697 2.203 -5.099  -0.36
91 C -1.406 2.054 -3.740  0.09
92 C -2.492 3.826 -0.325  0.09
93 C -2.396 4.041 1.041  0.05
94 C -3.213 4.939 1.697  -0.69
95 C -4.252 5.547 1.052  -0.63
96 C -4.493 5.128 -0.283  -0.51
97 C -3.577 4.345 -0.996  -0.46
98 H 0.214 4.446 0.225  0.69
99 H 0.367 4.668 -1.436  0.44
100 H 2.368 4.751 -2.953  0.45
101 H 3.381 4.222 -5.065  0.42
102 H 3.981 1.814 -5.680  0.42
103 H 3.459 0.046 -4.039  0.46
104 H 2.447 0.523 -1.881  0.20
105 H 4.628 4.149 -1.540  0.27
106 H 6.025 5.831 -0.594  0.35
107 H 5.540 6.897 1.667  0.37
108 H 3.283 6.418 2.718  0.39
109 H 1.812 4.770 1.749  0.30
110 H -1.361 5.355 -2.851  0.50
111 H -1.673 5.620 -5.285  0.41
112 H -2.234 3.559 -6.667  0.42
113 H -1.783 1.316 -5.714  0.44
114 H -1.260 1.096 -3.256  -0.41
115 H -1.614 3.513 1.611  0.06
116 H -2.996 5.136 2.756  0.37
117 H -4.833 6.274 1.565  0.42
118 H -5.429 5.394 -0.805  0.36
119 H -3.741 4.209 -2.064  0.42
120 O 1.733 -0.625 0.868  0.04
121 H 1.821 0.299 0.487  0.29
122 H 2.598 -0.945 1.218  0.08

Calculated values
**Total charge**: -2


Looking at HOMO for the records above, in order, we have -11.449 -1.138 eV.
Looking at gap between HOMO and LUMO for the records above, in order, we have 8.793 3.682 eV.